C2H13N2Ni | the ωB97M-V functional and the def2-TZVPD basis

Last column: Mulliken charge in e.
Positions of all 18 atoms, in Å:
C 2.2927 -0.3251 -0.3924  -1.05
Ni 0.5819 -0.3444 0.4653  -0.52
N -1.4413 0.1713 0.2782  -0.60
N -0.0523 -1.8764 -0.9644  -0.88
H -1.6107 0.8760 -0.4412  0.28
H -0.0685 -0.5899 1.7884  -0.02
H 2.8107 0.2395 0.4117  0.34
H 2.4517 0.0332 -1.4249  0.18
H 2.4339 -1.4174 -0.2066  0.18
H -0.6326 -1.5835 -1.7533  0.33
H -0.6252 -2.4852 -0.3737  0.28
H 0.6696 -2.4777 -1.3660  0.33
H -2.0852 -0.5926 0.1306  0.26
H -1.7165 0.6134 1.1634  0.30
C 0.7454 1.5446 0.9728  -1.25
H 0.2480 2.2644 0.2969  0.12
H 1.7831 1.8764 1.1254  0.54
H 0.2205 1.5699 1.9370  0.15

Computed properties:
total charge = -1
energy above the lowest of the compared OMol25 structures with the same formula, charge and spin = 16.5 kJ/mol
orbital gap (spin up / spin down) = 4.12 / 6.23 eV
2S+1 = 3
total energy = -46303.8626 eV